ORCA calculation (ωB97M-V with the def2-TZVPD basis set) on a 13-piece molecular cluster, C52H143N13O13 overall.

## Properties
Lowest unoccupied orbital energy in hartree: 0.015
Frontier orbital gap in eV: 9.215

The geometry in ORCA input format:
```
! wB97M-V def2-TZVPD RIJCOSX def2/J DEFGRID3
* xyz 0 1
C -23.6669 6.8823 20.3731
C -24.4774 5.6601 20.8595
C -25.5266 6.0498 21.9677
O -25.9221 4.9091 22.6928
C -26.7437 5.2072 23.7498
N -25.1259 5.0847 19.7033
H -23.1293 6.6537 19.4529
H -23.0228 7.2779 21.1584
H -24.4117 7.6630 20.2187
H -23.6986 5.0012 21.2435
H -26.4398 6.5451 21.6377
H -25.0104 6.7073 22.6671
H -27.2011 4.2546 24.0171
H -27.5411 5.9331 23.5909
H -26.2860 5.6143 24.6514
H -25.4712 4.1588 19.9121
H -25.9862 5.5898 19.5458
C -16.6029 2.2826 17.5179
C -17.1662 2.0834 18.9353
C -18.5020 2.9136 19.1851
O -18.1863 4.3067 19.0519
C -19.2463 5.1635 19.3864
N -17.2447 0.6617 19.2871
H -16.1783 3.2380 17.2098
H -17.3317 2.1103 16.7259
H -15.7828 1.5808 17.3662
H -16.3244 2.4589 19.5170
H -18.8727 2.6807 20.1833
H -19.2634 2.8730 18.4061
H -19.6142 5.0291 20.4036
H -20.0858 5.0265 18.7049
H -18.8626 6.1758 19.2600
H -16.3475 0.2418 19.0904
H -17.7703 0.2369 18.5365
C -17.9719 6.7491 11.9433
C -19.3457 6.7733 12.6123
C -19.3305 7.0343 14.1689
O -19.1369 5.7934 14.7602
C -18.5566 5.7615 16.0809
N -20.0122 7.8532 11.9638
H -17.2807 6.0900 12.4686
H -17.4547 7.6941 12.1098
H -18.0703 6.4803 10.8916
H -19.8881 5.8509 12.4049
H -20.3311 7.3218 14.4916
H -18.5147 7.7095 14.4270
H -17.5290 6.1202 16.0216
H -18.4781 4.7339 16.4357
H -19.0557 6.3297 16.8658
H -20.9845 7.8813 12.2360
H -20.0580 7.6744 10.9708
C -31.7237 0.3116 17.4830
C -30.3946 0.8813 18.0833
C -30.0611 2.2851 17.4922
O -28.9252 3.0035 18.0691
C -27.7145 2.5508 17.4940
N -30.5797 1.1571 19.5130
H -32.5530 1.0126 17.5779
H -32.0510 -0.5047 18.1269
H -31.6331 -0.0702 16.4661
H -29.4698 0.3392 17.8860
H -30.8439 3.0132 17.7051
H -29.9778 2.2049 16.4083
H -27.0161 3.2123 18.0067
H -27.5818 2.6904 16.4211
H -27.5005 1.5246 17.7927
H -30.3167 0.3307 20.0307
H -30.0293 1.9036 19.9130
C -20.3141 2.0774 15.4532
C -21.4069 2.6989 14.7067
C -22.3019 3.5179 15.6693
O -22.9827 2.6101 16.5234
C -23.5377 3.1965 17.6527
N -20.7750 3.4262 13.6641
H -20.6094 1.2740 16.1280
H -19.6736 2.6908 16.0870
H -19.6192 1.6240 14.7463
H -22.0757 1.9874 14.2224
H -23.0116 4.1084 15.0898
H -21.6657 4.2053 16.2269
H -22.7833 3.7759 18.1850
H -24.0863 2.5061 18.2934
H -24.2573 3.9280 17.2851
H -21.3652 4.1666 13.3126
H -20.0038 3.8924 14.1202
C -24.4612 2.1107 12.0804
C -25.2391 0.8463 11.7698
C -24.6924 0.1338 10.5485
O -23.3113 -0.1640 10.7939
C -22.5320 -0.7506 9.7203
N -25.2774 0.0081 12.9366
H -23.4046 2.0696 12.3447
H -24.9153 2.6497 12.9119
H -24.5075 2.8054 11.2417
H -26.2546 1.1859 11.5662
H -24.7922 0.7502 9.6551
H -25.1369 -0.8302 10.3010
H -22.5399 -0.1108 8.8379
H -22.8922 -1.7205 9.3771
H -21.5035 -0.9425 10.0262
H -25.8624 -0.8110 12.8537
H -24.3870 -0.3603 13.2394
C -28.1420 9.5320 15.7524
C -26.9757 10.3509 16.3180
C -25.6265 9.6135 16.2662
O -25.5454 8.4537 17.1469
C -24.3351 7.7207 16.9721
N -26.8766 11.6246 15.6234
H -28.2321 8.6054 16.3194
H -27.8592 9.3363 14.7181
H -29.1122 10.0198 15.6582
H -27.1525 10.5469 17.3755
H -24.7599 10.2693 16.3499
H -25.6486 9.3266 15.2148
H -24.0833 7.6919 15.9120
H -24.4469 6.6940 17.3206
H -23.5159 8.1728 17.5313
H -27.7124 12.1664 15.7907
H -26.1454 12.2298 15.9688
C -25.6646 -1.7075 16.0753
C -24.6179 -0.5901 16.2367
C -23.1949 -0.9298 15.7578
O -23.3316 -1.2550 14.3735
C -22.0721 -1.2304 13.6729
N -25.1717 0.6305 15.7567
H -25.6987 -2.2709 15.1427
H -26.6824 -1.3978 16.3123
H -25.3973 -2.4939 16.7812
H -24.6067 -0.4473 17.3172
H -22.7549 -1.7338 16.3476
H -22.5388 -0.0817 15.9535
H -21.9892 -2.0003 12.9057
H -21.1541 -1.3232 14.2531
H -21.8984 -0.2740 13.1797
H -24.5126 1.3497 16.0183
H -25.0654 0.6614 14.7528
C -23.5314 10.4863 11.6089
C -24.0408 9.2193 10.9415
C -24.2139 7.9669 11.8152
O -22.9772 7.4435 12.2586
C -23.0082 6.1441 12.8798
N -25.2128 9.5744 10.1064
H -24.2306 10.8206 12.3754
H -23.4632 11.3792 10.9875
H -22.6152 10.3138 12.1736
H -23.2844 9.0127 10.1843
H -24.7105 7.2527 11.1584
H -24.8422 8.1961 12.6759
H -23.8248 5.9094 13.5626
H -22.1301 6.0099 13.5115
H -23.1006 5.3832 12.1049
H -25.6199 8.8188 9.5739
H -24.9155 10.3272 9.5023
C -15.5885 0.3707 12.5931
C -16.7945 1.1782 12.1003
C -16.4787 2.6642 11.7688
O -15.8926 3.3205 12.8805
C -16.6898 3.3871 14.0517
N -17.2220 0.4524 10.8858
H -14.8812 0.1407 11.7963
H -15.9117 -0.5804 13.0162
H -15.1509 0.7078 13.5327
H -17.4934 1.0442 12.9260
H -17.2897 3.2142 11.2915
H -15.7220 2.6585 10.9842
H -16.1955 4.0215 14.7874
H -16.6634 2.3776 14.4619
H -17.7419 3.6598 13.9684
H -17.4122 -0.4811 11.2214
H -18.1613 0.8165 10.8141
C -19.7971 1.4961 8.5756
C -20.2703 2.5039 9.6490
C -21.6452 3.1711 9.3522
O -21.4154 4.0576 8.2762
C -22.6682 4.3856 7.6590
N -20.2460 1.7572 10.8935
H -18.7618 1.1852 8.4356
H -20.1087 1.7715 7.5680
H -20.2864 0.5361 8.7404
H -19.5343 3.3031 9.7355
H -21.9681 3.8297 10.1585
H -22.4245 2.4284 9.1813
H -22.5210 4.8244 6.6721
H -23.1711 5.0484 8.3631
H -23.3667 3.5493 7.6299
H -20.9581 1.0412 10.8749
H -20.4126 2.2332 11.7686
C -21.4703 0.5805 19.0411
C -20.6999 -0.6727 19.3034
C -20.0334 -1.2657 18.0299
O -19.0016 -0.4442 17.4601
C -18.4644 -0.8677 16.2122
N -19.7324 -0.5701 20.4007
H -20.8685 1.3875 18.6232
H -21.9524 0.8558 19.9791
H -22.2707 0.4043 18.3225
H -21.3697 -1.4433 19.6849
H -20.8090 -1.5045 17.3022
H -19.7268 -2.2454 18.3963
H -17.7699 -0.1234 15.8226
H -19.2620 -0.9251 15.4714
H -17.9153 -1.8092 16.1998
H -18.8702 -0.1605 20.0704
H -20.1789 0.1089 21.0005
C -25.1117 1.6956 21.1889
C -26.1752 1.1063 22.1119
C -27.6225 1.5201 21.7828
O -28.4620 1.3552 22.9743
C -29.6142 2.1684 23.0010
N -25.9699 -0.3146 22.0300
H -25.0954 2.7423 21.4927
H -25.3385 1.6616 20.1233
H -24.1267 1.2412 21.2965
H -26.0325 1.3490 23.1649
H -28.0605 1.0258 20.9157
H -27.6480 2.5896 21.5742
H -30.2269 1.9350 22.1302
H -29.2647 3.2006 22.9760
H -30.1866 1.9160 23.8936
H -26.7252 -0.7475 22.5421
H -25.0773 -0.6404 22.3722
*
```

Mulliken population analysis, charges in e, atoms 1 to 8: -1.617, 0.419, -0.841, -0.150, -0.930, 0.183, 0.102, 0.470